Entry from OMol25: a molecular structure, C8H8O3S2 at a distorted geometry (the ωB97M-V functional and the def2-TZVPD basis).

Last column: natural (NBO) charge in e.
Element x y z (Å)
1 C 0.60030 1.17830 1.30254  -0.265
2 C 0.81328 0.36841 2.30921  -0.153
3 C -0.54043 1.16004 0.40952  -0.411
4 C -0.37674 -0.77084 -0.12127  0.199
5 C 1.08158 -0.71995 -1.77649  0.113
6 C -0.13680 -0.68594 2.74671  -0.532
7 C -1.23810 -0.95126 -1.37911  -0.523
8 C -0.09541 -0.76086 -2.42984  -0.244
9 O 0.97839 -0.75832 -0.42506  -0.520
10 O -1.33325 1.83099 -2.03655  -0.882
11 O 0.77320 2.84227 -1.16042  -0.860
12 S -0.76537 -1.71731 1.35540  0.246
13 S -0.19172 1.75884 -1.13320  1.973
14 H 1.42463 1.88104 1.30110  0.229
15 H 1.63881 0.49570 2.81039  0.196
16 H 2.05247 -0.41834 -2.08433  0.222
17 H 0.35862 -1.30056 3.41516  0.227
18 H -1.00350 -0.36170 3.18233  0.230
19 H -1.76222 -1.99937 -1.29701  0.240
20 H -2.03318 -0.26649 -1.52966  0.277
21 H -0.24455 -0.80465 -3.45940  0.237

Atomic forces in eV per Å
0.8 1.6 0.1
-5.0 -1.4 -1.4
1.3 -3.2 -1.6
-1.6 2.9 2.0
-1.1 0.8 -0.3
1.3 0.0 -2.6
1.5 -3.0 0.0
-0.3 -1.0 2.5
-0.1 -1.2 -0.2
1.0 -0.1 0.4
-0.1 -0.8 -0.5
0.0 -0.3 -0.8
-1.7 2.6 0.6
-0.3 0.6 -1.1
4.3 0.5 2.9
0.6 -0.3 -0.6
0.8 -1.6 1.2
-2.1 1.3 1.2
1.3 1.5 -0.6
-0.5 0.8 0.2
-0.1 0.3 -1.4

Its electronic energy is -36232.0235 eV. The energy above the lowest of the compared OMol25 structures with the same formula, charge and spin comes out at 147.3 kcal per mole. For the LUMO energy, the calculation gives -0.0531 hartree. The orbital gap is 7.4 eV. The calculation puts the HOMO energy at -8.832 eV.

=====

Entry from OMol25: C8H8O5 in the gas phase at a distorted geometry (the ωB97M-V functional and the def2-TZVPD basis).

Last column: natural (NBO) charge in e.
Element x y z (Å)
1 C 0.65328 0.70291 -0.63908  0.204
2 C 0.88712 -1.53916 -0.54714  0.486
3 C 1.08648 1.97240 -0.18227  -0.188
4 C 1.34275 -2.84608 -0.97605  0.242
5 C 2.14018 2.21413 0.85580  0.809
6 C -0.94450 -0.33106 0.27285  0.394
7 C -1.43080 0.22223 1.55883  -0.688
8 C -2.03368 -0.14198 -0.88995  -0.662
9 O 2.44959 2.16540 1.94117  -0.492
10 O 2.40479 -3.07245 -1.54150  -0.505
11 O 2.53920 2.31734 -0.36797  -0.431
12 O 1.46564 -0.34925 -0.76351  -0.407
13 O -0.22353 -1.46145 0.35481  -0.498
14 H 0.40387 2.80799 -0.38173  0.222
15 H 0.54366 -3.56076 -1.04429  0.142
16 H -0.93193 -0.23496 2.49874  0.244
17 H -2.47040 0.13840 1.60323  0.220
18 H -1.13030 1.31227 1.49228  0.241
19 H -1.55045 0.37046 -1.71146  0.235
20 H -2.74574 0.41348 -0.34491  0.210
21 H -2.45524 -1.09986 -1.18788  0.223

Atomic forces in eV per Å
-3.1 -2.3 1.5
-1.2 -0.1 1.5
0.1 1.1 0.6
0.3 1.5 -1.3
-3.1 -1.1 -4.4
1.1 2.4 -3.6
3.2 0.9 1.6
2.3 -1.3 1.4
2.2 0.2 5.3
0.1 0.3 0.5
1.4 0.8 -1.2
0.2 -0.6 0.1
1.8 -1.3 -1.4
0.3 -0.3 -0.1
-0.6 -0.8 0.8
-0.8 0.7 -1.7
-1.7 -0.1 0.4
-0.7 -1.0 0.6
-0.4 0.1 -0.2
-1.2 0.9 -0.3
0.0 -0.1 0.0

Its electronic energy is -18655.5168 eV. The energy above the lowest of the compared OMol25 structures with the same formula, charge and spin comes out at 176.8 kcal per mole. For the LUMO energy (spin up / spin down), the calculation gives -0.0322 / -0.0196 hartree. The orbital gap (spin up / spin down) is 7.2 / 7.9 eV. The calculation puts the HOMO energy (spin up / spin down) at -8.040 / -8.418 eV.

=====

Entry from OMol25: C8H8S2Si in the gas phase at a distorted geometry (the ωB97M-V functional and the def2-TZVPD basis).

Last column: natural (NBO) charge in e.
Element x y z (Å)
1 C -1.12626 -1.42885 0.88495  -0.644
2 C -0.05657 -0.86103 1.46814  -0.161
3 C 0.61625 0.24816 0.74000  -0.161
4 C 0.56073 1.57956 1.43960  -0.259
5 C 0.13729 2.56453 0.63181  -0.331
6 S -0.39382 2.21288 -0.96800  0.265
7 C 0.03899 0.38052 -0.76926  -0.512
8 C 1.13760 -0.06963 -1.73279  -0.254
9 C 2.35022 -0.43260 -1.16240  -0.369
10 S 2.41227 -0.40267 0.55144  0.257
11 Si -1.56389 -0.78728 -0.77977  1.114
12 H -1.74266 -2.12454 1.42344  0.227
13 H 0.53088 -1.34683 2.29952  0.225
14 H 0.84099 1.55362 2.45776  0.227
15 H 0.31764 3.52890 0.87567  0.222
16 H 0.79228 -0.21705 -2.78125  0.228
17 H 3.05919 -0.94290 -1.76026  0.240
18 H -1.04856 -1.68633 -1.84214  -0.171
19 H -3.01549 -0.56167 -0.77738  -0.144

Atomic forces in eV per Å
0.0 0.4 0.9
0.2 -1.6 -0.2
0.4 -0.3 -1.3
-0.5 -0.9 -2.3
0.8 -2.6 0.6
0.3 -0.9 -0.2
0.1 0.7 0.8
0.4 -0.5 1.1
-4.0 0.6 -1.6
-0.1 0.7 0.5
2.0 -0.1 0.2
0.2 -0.6 0.2
-1.1 0.9 -0.4
0.4 0.8 0.8
-0.2 3.1 0.8
1.0 0.2 0.8
1.0 -0.2 -0.2
-0.7 -0.3 -0.1
0.0 0.6 -0.5

Its electronic energy is -37971.0411 eV. The energy above the lowest of the compared OMol25 structures with the same formula, charge and spin comes out at 21.3 kcal per mole. For the LUMO energy, the calculation gives 0.0248 hartree. The orbital gap is 8.5 eV. As for the structure (SMILES): C1=C[C@]23C=CS[C@]2(C=CS3)[SiH2]1. The calculation puts the HOMO energy at -7.844 eV.

=====

Entry from OMol25: C8H8Si in the gas phase at a distorted geometry (the ωB97M-V functional and the def2-TZVPD basis).

Last column: natural (NBO) charge in e.
Element x y z (Å)
1 C -0.13591 -1.24304 2.49386  -0.645
2 C 0.40694 -1.01898 0.95258  -0.294
3 C 0.09228 -0.05826 0.01950  -0.177
4 C -0.45800 1.18584 0.32782  -0.158
5 C -0.73191 2.14438 -0.64059  -0.207
6 C -0.38924 1.86486 -1.92680  -0.208
7 C -0.07789 0.58935 -2.29226  -0.207
8 C 0.27936 -0.35613 -1.35547  -0.159
9 Si 1.04651 -2.53499 1.92138  1.102
10 H -0.80273 -0.53102 3.03260  0.233
11 H -0.73164 1.49145 1.33218  0.210
12 H -1.17237 3.06663 -0.23582  0.219
13 H -0.69534 2.47595 -2.78411  0.211
14 H 0.05935 0.53549 -3.38672  0.216
15 H 0.31663 -1.33951 -1.53621  0.206
16 H 2.39054 -2.25629 2.29853  -0.184
17 H 0.60342 -4.01571 1.77951  -0.159

Atomic forces in eV per Å
2.1 1.3 -6.1
-1.7 -4.2 9.1
-0.4 1.8 -2.5
-0.2 0.6 0.4
0.2 0.3 1.9
-1.9 1.0 -1.5
1.8 -0.3 -1.4
-1.6 3.0 1.4
-2.5 1.7 -0.8
0.7 -1.0 -0.4
0.3 -0.5 0.2
0.2 -0.2 -0.8
0.4 0.4 0.6
-0.2 -1.0 0.7
1.1 -3.5 -1.2
1.2 -0.6 0.3
0.6 1.1 0.0

Its electronic energy is -16298.5948 eV. The energy above the lowest of the compared OMol25 structures with the same formula, charge and spin comes out at 41.0 kcal per mole. For the LUMO energy, the calculation gives -0.0059 hartree. The orbital gap is 7.9 eV. As for the structure (SMILES): C1=C(c2ccccc2)[SiH2]1. The calculation puts the HOMO energy at -8.059 eV.

=====

Entry from OMol25: a molecular structure, C8H9BF10N4NiO4S2 at a distorted geometry (the ωB97M-V functional and the def2-TZVPD basis).

Last column: Mulliken spin population.
Element x y z (Å)
1 Ni 0.02376 0.84871 -0.12227  1.812
2 B 0.67270 2.89788 -1.45716  -0.008
3 F 1.26741 1.71118 -1.42030  0.029
4 F 0.16030 3.13284 -2.66760  0.000
5 F -0.29949 2.77013 -0.52458  0.028
6 F 1.58294 3.88205 -1.07006  0.000
7 C -0.48592 -2.92008 2.11794  0.001
8 F 0.22015 -2.01738 2.86286  0.000
9 F 0.05401 -4.07180 2.45515  0.000
10 F -1.79752 -2.74299 2.40759  0.000
11 S -0.27244 -2.49325 0.18481  0.002
12 O 0.38725 -3.62132 -0.49116  0.005
13 O -1.65874 -2.16029 -0.22378  -0.001
14 N 0.69544 -0.97745 0.16942  0.029
15 S 2.15987 -1.50374 0.04437  -0.001
16 O 2.96830 -0.24602 0.27848  0.001
17 O 2.65661 -2.70279 0.73668  0.007
18 C 2.28748 -1.81132 -1.86649  0.002
19 F 2.82929 -0.78127 -2.41113  0.000
20 F 2.98823 -2.93745 -2.07544  0.000
21 F 1.05941 -1.98397 -2.33608  0.000
22 C -3.93076 -0.71162 1.97197  0.000
23 C -2.73724 -0.01166 1.48972  -0.001
24 N -1.79489 0.54602 1.11889  0.028
25 H -3.76922 -1.10039 2.97739  0.000
26 H -4.30020 -1.42599 1.23625  0.000
27 H -4.63106 0.11116 2.11589  0.000
28 C -1.09010 0.60670 -4.58501  0.001
29 C -1.16813 0.35344 -3.10187  0.005
30 N -1.11581 0.15075 -1.97590  0.024
31 H -0.32588 1.30098 -4.93436  0.001
32 H -2.02781 1.09344 -4.85313  0.000
33 H -1.02514 -0.37465 -5.05493  0.000
34 C 1.90937 3.09315 3.52826  0.001
35 C 1.46427 2.38808 2.41323  -0.017
36 N 1.07404 1.76009 1.50764  0.053
37 H 2.90427 3.53826 3.51565  -0.001
38 H 1.83074 2.46690 4.41693  -0.001
39 H 1.23434 3.94383 3.62195  0.000

Atomic forces in eV per Å
-0.9 -0.4 1.0
1.8 4.0 -0.8
2.7 -4.2 -0.5
-0.9 0.4 -2.0
-3.3 0.5 2.2
-0.2 0.1 0.0
1.6 2.0 0.2
-0.9 -0.1 -0.8
-1.3 -0.4 -0.6
1.3 -1.0 -0.1
-2.4 0.0 -1.4
-1.2 2.1 1.8
2.8 -0.5 1.0
-3.0 -4.5 0.9
6.9 2.7 0.5
-1.9 -3.1 -0.8
-1.8 1.9 -1.0
-0.3 -1.8 2.4
0.8 0.9 -0.9
-0.1 0.7 -0.2
-0.1 0.2 -0.8
0.1 1.2 0.1
1.4 0.2 -0.4
-0.9 -0.7 0.1
0.2 -0.4 -0.3
0.2 0.0 0.2
-0.5 -0.2 -0.2
-1.1 -0.3 1.1
1.0 0.6 -1.3
0.1 0.5 0.3
0.4 -0.3 0.7
-0.2 -0.2 -0.1
0.1 0.2 -0.2
0.2 1.6 2.0
-1.1 -3.2 -4.5
0.8 1.6 2.5
0.1 -0.4 -0.6
-0.1 0.0 0.0
-0.1 0.1 0.3

Its electronic energy is -113160.7240 eV. The energy above the lowest of the compared OMol25 structures with the same formula, charge and spin comes out at 63.8 kcal per mole. For the LUMO energy (spin up / spin down), the calculation gives 0.0081 / -0.0070 hartree. As for the expectation value of S²: 2.0036. As for the multiplicity: 3. The orbital gap (spin up / spin down) is 10.4 / 10.0 eV. The calculation puts the HOMO energy (spin up / spin down) at -10.215 / -10.235 eV.

=====

Entry from OMol25: 3 unconnected molecules or ions with the total composition C8H9Br6I2NO4 at a distorted geometry (the ωB97M-V functional and the def2-TZVPD basis).

Last column: natural (NBO) charge in e.
Element x y z (Å)
1 O 3.55864 -3.28278 0.37592  -0.166
2 N 3.01632 -2.35016 0.01832  0.449
3 O 1.76240 -2.18024 0.87115  -0.480
4 C 0.86350 -1.29013 0.35484  0.096
5 Br 1.20848 0.57085 0.85212  0.053
6 C 0.63188 -1.26737 -1.16988  0.748
7 O 1.20745 -1.76120 -2.07132  -0.465
8 O -0.50883 -0.48730 -1.29250  -0.573
9 C -1.43202 -0.91943 -0.32775  -0.041
10 I -2.78378 -2.25475 -1.43112  0.177
11 I -2.64834 0.63426 0.42739  0.233
12 C -0.58739 -1.68222 0.76595  -0.387
13 Br -0.70195 -3.61317 0.62582  0.082
14 H -0.80051 -1.46979 1.80240  0.269
15 Br -5.45836 0.80284 -2.61209  -0.004
16 C -6.66171 2.05583 -1.74471  -0.454
17 C -6.73259 1.82701 -0.25796  -0.449
18 Br -7.79056 0.26237 0.19231  -0.007
19 H -7.62866 1.94747 -2.22549  0.231
20 H -6.25872 3.04435 -1.95407  0.228
21 H -7.22484 2.66485 0.23077  0.228
22 H -5.75106 1.67287 0.17914  0.224
23 Br 7.11580 0.52597 -1.01766  -0.006
24 C 6.49882 1.46324 0.56744  -0.451
25 C 6.29475 0.52786 1.72975  -0.447
26 Br 4.67301 -0.52530 1.52648  -0.014
27 H 5.58517 1.97896 0.28940  0.232
28 H 7.27382 2.18991 0.80040  0.230
29 H 6.16684 1.09169 2.65105  0.229
30 H 7.11241 -0.17646 1.84390  0.232

Atomic forces in eV per Å
0.0 -0.1 0.0
-0.1 -0.1 -0.3
0.0 0.3 0.0
-0.5 -0.8 -0.2
0.2 0.0 0.3
0.2 0.7 0.4
0.1 0.1 0.0
-0.2 -0.3 -0.4
-0.3 -1.1 -0.2
-0.3 0.5 -0.2
0.2 0.3 0.2
0.5 0.1 -0.4
0.2 -0.2 0.5
-0.3 0.4 0.0
-0.1 0.0 0.0
0.1 0.0 -0.1
-0.1 0.0 0.1
0.1 0.0 0.0
0.0 0.0 0.0
0.0 0.0 0.0
0.0 0.0 0.0
0.0 0.0 0.0
-0.1 0.0 0.0
0.1 0.0 -0.1
-0.1 0.0 0.1
0.4 0.3 0.3
0.0 0.0 0.0
0.0 0.0 0.0
0.0 0.0 0.0
0.0 0.0 0.0

Its electronic energy is -454574.3072 eV. The energy above the lowest of the compared OMol25 structures with the same formula, charge and spin comes out at 0.0 kcal per mole. For the LUMO energy, the calculation gives -0.0239 hartree. The orbital gap is 8.4 eV. The calculation puts the HOMO energy at -9.040 eV.